Molecular formula: C26H19Cl3GeN3O3RuS2
Method: DFT, the ωB97M-V functional and the def2-TZVPD basis

CARTESIAN COORDINATES (ANGSTROEM)
Ru (1.3224, 0.2876, 0.7093)
C (2.8536, -2.7046, 2.1967)
C (1.5480, -2.3049, 2.8177)
C (1.1086, -3.1233, 3.8899)
C (-0.0107, -2.7926, 4.5799)
C (-0.6675, -1.5738, 4.2916)
C (-1.7692, -1.1372, 5.0553)
C (-2.3115, 0.0957, 4.8186)
C (-1.7509, 0.9331, 3.8463)
C (-0.6815, 0.5293, 3.0747)
S (0.0253, 1.6863, 1.9705)
C (-0.1541, -0.7788, 3.2463)
N (0.8896, -1.2221, 2.4472)
H (2.8433, -3.7543, 1.9073)
H (3.6360, -2.5868, 2.9503)
H (3.1311, -2.1033, 1.3448)
H (1.6842, -4.0059, 4.1329)
H (-0.3753, -3.4118, 5.3904)
H (-2.1512, -1.7806, 5.8370)
H (-3.1542, 0.4460, 5.3993)
H (-2.1510, 1.9286, 3.7028)
O (-2.7732, -0.1488, -0.3986)
S (-1.5200, -0.4689, -0.9893)
O (-1.0308, -1.8017, -0.3053)
N (-0.2916, 0.4535, -0.8402)
C (-0.2941, 1.7264, -1.4569)
C (-1.2629, 2.2250, -2.2890)
C (-1.1124, 3.4851, -2.9028)
C (-0.0037, 4.2447, -2.6789)
C (1.0028, 3.7745, -1.8042)
C (2.1412, 4.5439, -1.4777)
C (3.0424, 4.0559, -0.5802)
C (2.8253, 2.7920, -0.0115)
N (1.7955, 2.0280, -0.3145)
C (0.8631, 2.5112, -1.1996)
C (-1.7555, -0.8779, -2.6811)
C (-3.0140, -1.3055, -3.0864)
C (-3.2114, -1.6042, -4.4243)
C (-2.1696, -1.4537, -5.3325)
C (-0.9235, -1.0048, -4.9144)
C (-0.7076, -0.7128, -3.5783)
H (-2.1738, 1.6724, -2.4774)
H (-1.8987, 3.8442, -3.5526)
H (0.1118, 5.2166, -3.1398)
H (2.2715, 5.5178, -1.9318)
H (3.9153, 4.6185, -0.2831)
H (3.5316, 2.4107, 0.7107)
H (-3.8167, -1.3939, -2.3671)
H (-4.1815, -1.9440, -4.7597)
H (-2.3346, -1.6770, -6.3781)
H (-0.1219, -0.8773, -5.6289)
H (0.2533, -0.3420, -3.2391)
O (3.7156, 0.4048, 2.5026)
C (2.8113, 0.3668, 1.8099)
Cl (0.1592, -4.4140, 0.7269)
Ge (0.2464, -2.9691, -0.7830)
Cl (2.0083, -1.6338, -0.8963)
Cl (0.0382, -3.8894, -2.6561)

- E_tot: -156218.788 eV
- Largest force on an atom: 1.39 eV Å⁻¹
- LUMO level: -3.64 eV
- Charge: +1
- Gap between HOMO and LUMO: 0.2209 Eh
- HOMO: -9.654 eV
- Energy relative to the best compared isomer or geometry (same formula, charge and spin): 0.0 kcal/mol
- Molecular weight: 765.6 g/mol

***

Molecular formula: C26H19N9O3PtS
Method: DFT, the ωB97M-V functional and the def2-TZVPD basis

CARTESIAN COORDINATES (ANGSTROEM)
Pt (0.5471, -0.9079, -0.7511)
N (0.8464, -3.1392, -0.1132)
C (0.4102, -4.1409, -1.1028)
C (-0.6019, -3.5486, -2.0618)
O (-1.3967, -4.1944, -2.6804)
N (-0.4897, -2.1484, -2.2000)
C (-1.4041, -1.4646, -2.9554)
C (-2.3003, -0.6334, -1.7359)
O (-3.4727, -0.6624, -1.8838)
O (-1.5044, -0.1232, -0.8875)
H (1.8172, -3.2833, 0.1484)
H (0.2969, -3.2074, 0.7379)
H (-0.0279, -5.0191, -0.6318)
H (1.2694, -4.4804, -1.6833)
H (-2.0714, -2.0641, -3.5662)
H (-1.0115, -0.5675, -3.4410)
S (3.5733, 4.6910, -5.0096)
N (2.9036, 4.7554, -3.5481)
C (2.6003, 3.5079, -3.2194)
C (1.9606, 3.0946, -1.9828)
C (1.5996, 3.9825, -0.9650)
C (1.0066, 3.4863, 0.1731)
C (0.7679, 2.1184, 0.2688)
N (1.1046, 1.2684, -0.6940)
C (1.7014, 1.7388, -1.8095)
C (2.0931, 0.7574, -2.8214)
N (1.8363, -0.5397, -2.5540)
C (2.1971, -1.4690, -3.4358)
C (2.8388, -1.1591, -4.6285)
C (3.0976, 0.1625, -4.9191)
C (2.7231, 1.1467, -4.0015)
C (2.9665, 2.5643, -4.1989)
N (3.5444, 3.1026, -5.2632)
H (1.7938, 5.0400, -1.0897)
H (0.7185, 4.1359, 0.9869)
H (0.2911, 1.6963, 1.1417)
H (1.9724, -2.4951, -3.1803)
H (3.1180, -1.9522, -5.3070)
H (3.5838, 0.4547, -5.8412)
N (-5.8371, 1.3499, 7.6731)
C (-5.0150, 1.0455, 6.9325)
C (-3.9814, 0.6704, 6.0022)
C (-4.3247, 0.1074, 4.7763)
C (-3.3341, -0.2614, 3.8832)
C (-2.0080, -0.0491, 4.2243)
C (-1.6501, 0.5111, 5.4387)
C (-2.6450, 0.8687, 6.3329)
N (-0.9702, -0.4172, 3.2908)
C (0.3103, -0.8118, 3.6061)
C (0.9362, -1.0598, 2.4290)
N (0.0508, -0.8176, 1.3941)
C (-1.0869, -0.4289, 1.9560)
H (-5.3646, -0.0562, 4.5310)
H (-3.6128, -0.7375, 2.9529)
H (-0.6163, 0.6974, 5.6942)
H (-2.3848, 1.3104, 7.2845)
H (0.6553, -0.9093, 4.6196)
H (1.9520, -1.3790, 2.2650)
H (-1.9725, -0.1369, 1.4197)

- E_tot: -60888.731 eV
- Largest force on an atom: 0.48 eV Å⁻¹
- LUMO level (alpha / beta): -6.48 / -8.99 eV
- Charge: +2
- Gap between HOMO and LUMO (alpha / beta): 0.2841 / 0.1918 Eh
- Multiplicity: 5
- HOMO (alpha / beta): -14.214 / -14.214 eV
- <S²>: 6.018
- Molecular weight: 732.6 g/mol

***

Molecular formula: C26H20BBrN11OSSeW
Method: DFT, the ωB97M-V functional and the def2-TZVPD basis

CARTESIAN COORDINATES (ANGSTROEM)
W (-0.0597, -0.7785, 0.4804)
C (-3.2364, -3.4968, -0.8070)
C (-2.1498, -3.1688, -0.0031)
N (-1.4139, -2.2166, -0.5859)
N (-2.0102, -1.9228, -1.7645)
C (-3.0946, -2.6935, -1.9191)
B (-1.2891, -1.1017, -2.8465)
N (-1.0611, 0.3366, -2.3262)
C (-1.2285, 1.4490, -3.0490)
C (-0.5081, 2.4735, -2.4715)
C (0.0980, 1.8826, -1.3714)
N (-0.2388, 0.5908, -1.2813)
N (0.0608, -1.7453, -3.1333)
C (0.4689, -2.3805, -4.2497)
C (1.6682, -2.9937, -3.9769)
C (1.9110, -2.6805, -2.6327)
N (0.9436, -1.9235, -2.1252)
H (-3.9912, -4.2375, -0.6159)
H (-1.8690, -3.5424, 0.9659)
H (-3.6677, -2.6339, -2.8291)
H (-1.9577, -1.0511, -3.8389)
H (-1.8188, 1.4148, -3.9487)
H (-0.4189, 3.4918, -2.8032)
H (0.7523, 2.3475, -0.6578)
H (-0.1291, -2.3519, -5.1447)
H (2.2706, -3.5847, -4.6432)
H (2.7383, -3.0151, -2.0278)
S (5.1184, 4.7280, 2.3065)
N (5.3153, 3.3291, 1.5331)
C (4.1237, 2.7474, 1.5007)
C (3.8289, 1.4562, 0.9138)
C (4.8108, 0.6356, 0.3447)
C (4.4375, -0.5871, -0.1452)
C (3.0984, -0.9799, -0.0658)
N (2.1514, -0.2037, 0.4487)
C (2.5147, 1.0038, 0.9422)
C (1.4548, 1.8044, 1.5574)
N (0.2036, 1.2866, 1.5127)
C (-0.7709, 1.9836, 2.0909)
C (-0.5573, 3.2126, 2.7159)
C (0.7025, 3.7517, 2.7435)
C (1.7426, 3.0332, 2.1474)
C (3.1092, 3.5121, 2.1072)
N (3.5357, 4.6694, 2.5953)
H (5.8351, 0.9823, 0.3199)
H (5.1518, -1.2701, -0.5811)
H (2.7738, -1.9518, -0.3860)
H (-1.7674, 1.5765, 2.0717)
H (-1.4016, 3.7151, 3.1650)
H (0.9159, 4.7056, 3.2065)
O (-4.5465, -1.0450, 3.8039)
C (-3.7620, -0.7518, 2.7546)
C (-4.2859, -0.1330, 1.6033)
C (-3.4568, 0.1509, 0.5436)
N (-2.1576, -0.1532, 0.6742)
C (-1.6789, -0.7642, 1.7264)
Br (0.9507, -1.1272, 3.1142)
C (-2.4111, -1.0923, 2.8490)
H (-5.4642, -0.7962, 3.6339)
H (-5.3391, 0.1122, 1.5509)
H (-3.7946, 0.6162, -0.3719)
H (-1.9920, -1.5827, 3.7128)
Se (0.8418, -3.0426, 0.9663)

- E_tot: -194449.185 eV
- Largest force on an atom: 1.42 eV Å⁻¹
- LUMO level (alpha / beta): -3.67 / -3.86 eV
- Charge: +1
- Gap between HOMO and LUMO (alpha / beta): 0.2291 / 0.2460 Eh
- Multiplicity: 3
- HOMO (alpha / beta): -9.902 / -10.557 eV
- <S²>: 2.013
- Energy relative to the best compared isomer or geometry (same formula, charge and spin): 30.8 kcal/mol
- Molecular weight: 888.1 g/mol

***

Molecular formula: C26H20Br2Cl3GeOSc
Method: DFT, the ωB97M-V functional and the def2-TZVPD basis

CARTESIAN COORDINATES (ANGSTROEM)
Sc (1.1548, 2.3408, -0.2555)
Br (1.3393, 4.8082, -0.0380)
C (-2.2155, 4.3032, 0.7006)
Br (-2.2793, 3.1057, -0.6824)
H (-1.4734, 5.0748, 0.5502)
H (-2.1967, 3.8032, 1.6624)
Cl (7.7054, -0.7127, -1.5086)
C (6.0456, -0.2396, -1.3938)
C (5.6910, 0.7719, -0.5183)
C (4.3643, 1.1445, -0.4651)
Cl (3.8194, 2.4116, 0.5949)
C (3.3616, 0.5739, -1.2597)
O (2.1186, 1.0155, -1.1971)
C (3.7715, -0.4649, -2.1094)
Cl (2.5840, -1.2204, -3.0970)
C (5.0932, -0.8646, -2.1821)
H (6.4312, 1.2541, 0.1038)
H (5.3748, -1.6584, -2.8590)
C (-0.7364, 1.7846, -1.1681)
Ge (-1.1775, 0.1593, -0.1337)
C (-0.2695, -1.5129, -0.6388)
C (-0.6481, -2.0847, -1.8525)
C (-0.1853, -3.3380, -2.2185)
C (0.6765, -4.0292, -1.3775)
C (1.0638, -3.4684, -0.1705)
C (0.5826, -2.2192, 0.2023)
C (-0.5999, 0.7153, 1.6836)
C (-1.4938, 1.0240, 2.7044)
C (-1.0383, 1.5069, 3.9234)
C (0.3196, 1.7037, 4.1406)
C (1.2297, 1.4080, 3.1394)
C (0.7686, 0.9192, 1.9195)
C (-3.0766, -0.3395, -0.2418)
C (-3.5901, -1.3037, 0.6230)
C (-4.8681, -1.8083, 0.4380)
C (-5.6435, -1.3623, -0.6232)
C (-5.1416, -0.4045, -1.4914)
C (-3.8631, 0.1017, -1.3016)
H (-0.8776, 1.6496, -2.2421)
H (-1.3271, -1.5457, -2.5058)
H (-0.4975, -3.7738, -3.1596)
H (1.0385, -5.0083, -1.6646)
H (1.7298, -4.0093, 0.4904)
H (0.8685, -1.8041, 1.1635)
H (-2.5556, 0.8808, 2.5379)
H (-1.7451, 1.7333, 4.7114)
H (0.6687, 2.0799, 5.0929)
H (2.2908, 1.5398, 3.3105)
H (1.4953, 0.5480, 1.1872)
H (-2.9792, -1.6629, 1.4454)
H (-5.2565, -2.5597, 1.1144)
H (-6.6369, -1.7647, -0.7744)
H (-5.7374, -0.0478, -2.3223)
H (-3.4774, 0.8463, -1.9878)

- E_tot: -284202.257 eV
- Largest force on an atom: 1.22 eV Å⁻¹
- LUMO level: -0.13 eV
- Gap between HOMO and LUMO: 0.2568 Eh
- HOMO: -7.113 eV
- Energy relative to the best compared isomer or geometry (same formula, charge and spin): 0.0 kcal/mol
- Molecular weight: 732.2 g/mol

***

Molecular formula: C26H20BrN4O3RuSe
Method: DFT, the ωB97M-V functional and the def2-TZVPD basis

CARTESIAN COORDINATES (ANGSTROEM)
Ru (0.1249, -0.9066, 0.2792)
C (1.7849, 2.8338, -1.0584)
C (1.4187, 1.5847, -0.3465)
N (0.4752, 0.7931, -0.7328)
N (-0.2623, 1.0385, -1.8591)
C (-1.0239, 0.0040, -2.1116)
O (-1.0152, -1.0814, -1.3835)
C (-1.9210, 0.0314, -3.2776)
C (-2.7645, -1.0506, -3.5157)
C (-3.6163, -1.0351, -4.6080)
C (-3.6277, 0.0578, -5.4626)
C (-2.7877, 1.1397, -5.2261)
C (-1.9361, 1.1304, -4.1360)
C (2.1136, 1.1353, 0.8724)
C (3.1189, 1.8562, 1.4785)
C (3.7449, 1.3274, 2.6020)
C (3.3494, 0.0908, 3.0690)
C (2.3212, -0.5774, 2.4182)
N (1.7146, -0.0643, 1.3542)
H (1.1702, 2.9511, -1.9444)
H (2.8386, 2.8079, -1.3436)
H (1.6395, 3.6911, -0.3972)
H (-2.7507, -1.8949, -2.8408)
H (-4.2733, -1.8746, -4.7913)
H (-4.2947, 0.0693, -6.3147)
H (-2.7996, 1.9912, -5.8931)
H (-1.2804, 1.9674, -3.9408)
H (3.4117, 2.8160, 1.0779)
H (4.5306, 1.8804, 3.0985)
H (3.8055, -0.3590, 3.9390)
H (1.9461, -1.5254, 2.7716)
Br (1.6712, -2.5854, -2.0569)
C (0.5858, -3.6075, -0.9078)
C (0.3660, -4.9562, -1.1053)
C (-0.3531, -5.6464, -0.1374)
C (-0.7768, -4.9910, 1.0123)
C (-0.5059, -3.6477, 1.1248)
N (0.1241, -2.9711, 0.1604)
C (-0.7308, -2.7978, 2.3413)
O (-1.2001, -3.2405, 3.3542)
O (-0.2495, -1.5828, 2.1798)
H (0.7624, -5.4462, -1.9820)
H (-0.5494, -6.7019, -0.2689)
H (-1.2909, -5.4933, 1.8195)
Se (-1.7889, 0.4520, 1.0478)
C (-0.8780, 1.7876, 2.0576)
C (-0.7002, 3.0469, 1.4861)
C (-0.0373, 4.0417, 2.1921)
C (0.4594, 3.7748, 3.4615)
C (0.2789, 2.5203, 4.0314)
C (-0.3978, 1.5261, 3.3383)
H (-1.0904, 3.2415, 0.4934)
H (0.0816, 5.0264, 1.7575)
H (0.9720, 4.5511, 4.0149)
H (0.6479, 2.3208, 5.0296)
H (-0.5552, 0.5504, 3.7792)

- E_tot: -177354.921 eV
- Largest force on an atom: 0.30 eV Å⁻¹
- LUMO level (alpha / beta): -5.03 / -5.03 eV
- Charge: +1
- Gap between HOMO and LUMO (alpha / beta): 0.2193 / 0.2192 Eh
- HOMO (alpha / beta): -10.993 / -10.993 eV
- Molecular weight: 696.4 g/mol

***

Molecular formula: C26H20ClF8N4NdO7S
Method: DFT, the ωB97M-V functional and the def2-TZVPD basis

CARTESIAN COORDINATES (ANGSTROEM)
Nd (1.3260, 0.1673, 0.5020)
C (-1.4330, -3.2337, 1.8637)
C (-0.9341, -1.8176, 2.2425)
O (-0.2286, -1.2927, 1.2939)
C (-1.1116, -1.1874, 3.4283)
C (-0.5574, 0.1872, 3.5066)
C (0.5314, 0.4677, 4.4899)
N (-0.7756, 1.1565, 2.6783)
N (-1.9326, 1.1863, 1.9858)
C (-1.7548, 1.4138, 0.7263)
O (-0.6228, 1.4356, 0.0829)
C (-2.9696, 1.6741, -0.0370)
C (-4.2672, 1.6193, 0.5268)
C (-5.3535, 2.1112, -0.2145)
C (-5.2110, 2.5283, -1.5345)
C (-3.9068, 2.4622, -2.1014)
C (-2.7982, 2.1676, -1.3273)
H (-0.7598, -3.7562, 1.1696)
H (-2.4416, -3.0820, 1.5115)
H (-1.5734, -3.7457, 2.8462)
H (-1.6558, -1.5510, 4.3262)
H (0.3754, 0.1216, 5.5454)
H (0.7586, 1.6119, 4.5663)
H (1.4594, -0.0320, 4.2909)
H (-4.3002, 1.2895, 1.5363)
H (-6.3768, 2.1027, 0.1959)
H (-5.9835, 2.8149, -2.2242)
H (-3.7823, 2.6904, -3.1492)
H (-1.8245, 2.2331, -1.8176)
N (-2.4676, -1.3609, -4.8177)
C (-1.5855, -1.1574, -3.7908)
C (-0.2312, -0.8608, -4.0240)
C (0.6125, -0.6212, -2.9320)
N (0.1771, -0.6089, -1.6755)
C (-1.1452, -1.0204, -1.4175)
C (-1.9778, -1.2539, -2.4943)
H (-2.1314, -1.7670, -5.7108)
H (-3.2928, -1.8701, -4.4963)
H (0.1271, -0.8337, -5.0868)
H (1.6424, -0.2801, -2.9750)
H (-1.5334, -1.0483, -0.4707)
H (-3.0203, -1.4831, -2.1440)
F (1.7504, 4.2984, 0.3084)
C (1.1634, 4.4250, -0.8912)
F (-0.1212, 4.2218, -0.7805)
F (1.3911, 5.6740, -1.2615)
S (1.9708, 3.1914, -1.9296)
O (1.7007, 1.9067, -1.3512)
O (1.3422, 3.4654, -3.1906)
O (3.3483, 3.6294, -1.7727)
F (3.0029, -1.3542, 2.2568)
C (2.8101, -2.4745, 1.4699)
C (2.3154, -2.2717, 0.1481)
C (2.0271, -3.4370, -0.4359)
F (1.3921, -3.4833, -1.6598)
C (2.1933, -4.6333, 0.1770)
F (1.7648, -5.7122, -0.5180)
C (2.7931, -4.7890, 1.4177)
F (3.0261, -5.9579, 2.0361)
C (3.1856, -3.6566, 2.0614)
F (3.7965, -3.7357, 3.2180)
Cl (6.6250, 1.9966, 0.2280)
C (4.9671, 2.3487, 0.9216)
C (3.9292, 1.2482, 0.7256)
O (3.0040, 1.3729, 1.6002)
O (3.8628, 0.4291, -0.1727)
H (4.5667, 3.2661, 0.5026)
H (5.1225, 2.4547, 2.0176)

- E_tot: -107958.235 eV
- Largest force on an atom: 5.76 eV Å⁻¹
- LUMO level: 4.31 eV
- Charge: -2
- Gap between HOMO and LUMO: 0.2424 Eh
- Multiplicity: 4
- HOMO: -2.289 eV
- <S²>: 3.752
- Energy relative to the best compared isomer or geometry (same formula, charge and spin): 24.9 kcal/mol
- Molecular weight: 864.2 g/mol